Computed, not measured: a structure of composition C32H37LiN4O2SSi, with ωB97M-V with the def2-TZVPD basis set.

Computed properties:
Spin multiplicity   1
HOMO-LUMO gap   0.19154 Eh
HOMO energy   -5.105 eV
ΔE to the lowest compared entry with this formula, charge and spin   0.0 kJ/mol

The geometry in XYZ format:
```
78
Properties=species:S:1:pos:R:3:forces:R:3:lowdin_charge:R:1
Li 0.232718 -0.181187 -0.088223 0.17 0.25 -0.23 0.397
O -2.088373 -1.022577 6.313753 0.05 0.04 0.06 -0.054
C -0.858012 -0.341090 6.131837 -0.10 -0.07 -0.05 -0.206
C -0.514227 -0.325495 4.670466 0.02 -0.01 -0.01 -0.182
C 0.405787 0.592637 4.175740 0.01 0.01 -0.01 -0.005
C 0.712804 0.559932 2.831662 -0.01 0.01 -0.11 -0.138
N 0.179955 -0.318545 1.978999 0.13 -0.02 0.17 0.030
C -0.712122 -1.192103 2.446226 -0.03 -0.02 -0.08 -0.218
C -1.082383 -1.223240 3.787060 -0.13 -0.06 0.06 0.044
C -1.332643 -2.084630 1.423418 0.01 0.06 0.05 -0.197
C -2.271205 -3.051411 1.752608 -0.04 -0.05 0.12 0.051
C -2.844945 -3.824738 0.755751 -0.01 -0.04 0.05 -0.189
C -3.832521 -4.907050 1.103830 0.07 -0.04 0.06 -0.208
O -3.213128 -5.994593 1.784690 -0.03 0.07 -0.01 -0.050
C -2.451268 -3.595798 -0.552331 0.00 0.04 -0.05 -0.005
C -1.513817 -2.606861 -0.799972 0.03 0.09 0.01 -0.113
N -0.959295 -1.867641 0.156043 -0.03 -0.10 -0.03 0.068
H -2.302117 -1.032394 7.250961 0.01 -0.01 -0.02 0.092
H -0.050780 -0.847860 6.671373 0.04 -0.02 0.05 0.131
H -0.909285 0.687085 6.498885 -0.05 0.05 0.01 0.126
H 0.858252 1.335169 4.821846 0.00 0.00 -0.03 0.119
H 1.390484 1.286394 2.395247 0.00 -0.04 0.00 0.116
H -1.827559 -1.914352 4.150518 0.03 0.01 0.00 0.111
H -2.568673 -3.212639 2.780036 0.01 0.00 -0.03 0.122
H -4.344887 -5.247908 0.200798 -0.01 -0.03 -0.04 0.117
H -4.583413 -4.522282 1.791511 -0.04 0.02 0.01 0.127
H -2.466373 -6.297460 1.257748 -0.01 0.00 -0.01 0.090
H -2.873884 -4.167202 -1.369908 0.01 0.02 0.01 0.114
H -1.198114 -2.381688 -1.811479 0.03 -0.01 0.02 0.088
C 0.171152 1.378291 -5.248201 0.01 0.03 0.03 -0.033
C -0.384165 0.018488 -4.804633 0.13 -0.01 -0.04 -0.583
C -1.915630 0.015520 -4.876976 -0.02 0.01 0.06 -0.031
C 0.204014 -1.111211 -5.663063 -0.02 0.02 0.06 -0.042
C 0.017143 -0.201225 -3.402616 -0.19 0.06 0.06 -0.151
N 0.278301 -0.340097 -2.293478 0.09 -0.20 -0.09 0.173
H -0.145007 1.576539 -6.273866 0.01 -0.01 0.01 0.092
H 1.262008 1.382767 -5.213333 -0.02 0.00 0.00 0.083
H -0.202530 2.177396 -4.606141 0.00 -0.02 -0.02 0.080
H -2.221627 0.134658 -5.917270 0.00 0.00 0.00 0.092
H -2.335427 0.834662 -4.291623 0.02 -0.04 -0.03 0.076
H -2.325547 -0.921689 -4.498324 0.00 0.00 -0.02 0.090
H -0.036842 -0.928962 -6.711650 -0.01 0.00 0.02 0.089
H -0.212840 -2.076951 -5.372957 0.02 0.02 -0.02 0.088
H 1.288792 -1.157555 -5.557620 -0.02 0.01 -0.02 0.090
C -0.986953 3.389757 1.096851 -0.11 0.07 0.02 -0.284
Si -1.289875 1.941148 -0.130480 0.30 -0.07 -0.05 0.533
C -1.452531 2.850699 -1.818838 -0.17 0.10 -0.02 -0.295
C -3.082872 1.425156 0.288659 -0.12 0.02 -0.05 -0.324
C -3.357155 0.868660 1.547942 -0.05 0.03 0.00 -0.132
C -4.605001 0.354423 1.874985 0.03 0.01 -0.02 -0.109
C -5.633286 0.372280 0.938141 0.03 0.01 -0.04 -0.122
C -5.396346 0.923593 -0.314993 0.06 0.00 0.03 -0.111
C -4.142988 1.443247 -0.628407 -0.01 -0.10 0.09 -0.114
H -1.686729 4.221081 0.943393 0.04 -0.04 0.03 0.014
H 0.031082 3.781108 0.991853 -0.05 -0.02 0.02 0.001
H -1.103684 3.048767 2.132844 0.03 0.03 -0.05 -0.005
H -2.094327 3.742005 -1.777511 0.04 -0.08 -0.04 0.021
H -1.859902 2.177597 -2.585270 0.07 0.08 0.07 -0.025
H -0.459722 3.168460 -2.158918 -0.05 0.00 0.02 -0.002
H -2.568304 0.843944 2.298264 -0.04 0.01 -0.04 0.082
H -4.779960 -0.061778 2.862308 0.02 0.01 -0.02 0.094
H -6.608059 -0.032102 1.184564 0.01 0.01 0.00 0.089
H -6.195236 0.955352 -1.048410 0.02 0.00 0.01 0.092
H -3.988084 1.875322 -1.612681 -0.02 -0.01 0.03 0.080
S 4.876903 -0.933334 0.475180 0.01 -0.02 0.05 1.057
C 3.175591 -0.722696 0.739098 0.13 -0.06 -0.08 -0.461
N 2.548678 -0.001055 -0.120988 -0.19 -0.08 0.08 0.016
C 3.424015 0.468729 -1.093670 -0.10 0.06 0.05 -0.314
C 3.072141 1.312260 -2.148508 -0.06 0.06 -0.03 -0.020
C 4.054254 1.707304 -3.031503 -0.01 0.00 0.01 -0.079
C 5.381387 1.277830 -2.878674 -0.03 -0.01 0.02 -0.087
C 5.745936 0.456007 -1.831758 0.03 0.03 -0.05 -0.091
C 4.751483 0.058636 -0.939351 0.00 -0.05 0.06 -0.477
H 2.690536 -1.197231 1.584744 0.02 0.05 -0.09 0.073
H 2.043874 1.641133 -2.238616 0.06 0.00 0.01 0.097
H 3.803153 2.369845 -3.850744 0.01 -0.02 0.02 0.101
H 6.131566 1.604002 -3.587845 -0.01 -0.01 0.02 0.103
H 6.772312 0.135615 -1.705760 -0.03 0.01 0.00 0.108
```
Forces are in eV/Å.

***

Computed, not measured: the molecule C20H17N3O3, with ωB97M-V with the def2-TZVPD basis set.

Computed properties:
Spin multiplicity   1
HOMO-LUMO gap   0.33034 Eh
HOMO energy   -9.492 eV
ΔE to the lowest compared entry with this formula, charge and spin   225.1 kJ/mol

The geometry in XYZ format:
```
43
Properties=species:S:1:pos:R:3:forces:R:3:nbo_charge:R:1
C 3.789383 1.180238 -0.956353 -0.38 -1.03 -0.01 -0.608
C 2.330159 1.402255 -0.465585 1.13 0.36 1.63 -0.313
C 2.229481 2.829860 0.158209 -0.31 -1.02 -1.00 0.579
O 2.756764 3.764060 -0.381781 0.25 0.50 0.13 -0.506
C 1.379710 2.995269 1.353077 -1.16 -1.26 1.67 -0.293
C 1.296621 4.263021 2.012000 -0.56 3.23 1.62 0.277
N 1.107054 5.265327 2.601651 0.68 -2.82 -1.71 -0.292
C 0.648267 1.989994 1.940664 1.02 0.90 -1.24 0.020
C 0.599806 0.607425 1.344414 1.02 0.24 0.78 -0.101
C -0.619990 0.444622 0.451751 -1.31 -0.76 -0.49 -0.077
C -1.412689 -0.711021 0.513212 -0.33 -0.81 0.22 -0.171
C -2.564145 -0.850817 -0.289887 0.02 0.11 0.61 -0.223
C -3.014043 0.193879 -1.080266 -0.18 0.44 -0.31 -0.146
C -2.240992 1.370022 -1.179657 0.78 -0.89 0.10 -0.184
C -2.616514 2.480367 -2.103814 -1.62 -0.35 -0.48 0.775
O -3.780666 2.649102 -2.432535 1.41 0.12 0.17 -0.585
O -1.595885 3.220150 -2.606987 0.15 -1.38 1.39 -0.672
C -1.046191 1.413600 -0.471613 1.21 1.25 0.38 -0.109
C 0.613197 -0.385781 2.498700 0.28 -2.94 0.75 0.143
N -0.056496 -0.309434 3.630808 -0.31 -0.93 1.22 -0.256
N 0.166704 -1.505680 4.322444 0.95 -0.32 -0.90 -0.367
C 1.024712 -2.345709 3.603574 -0.73 1.10 0.15 -0.042
C 1.294741 -1.688567 2.445141 -0.19 1.43 -0.69 -0.132
C 2.146348 -2.109652 1.291950 -0.51 0.67 -0.47 -0.412
C 1.969302 -1.133056 0.109076 0.66 0.62 0.44 -0.403
C 1.966103 0.350746 0.617721 -0.11 -0.64 -0.91 -0.188
H 3.798521 0.422155 -1.766108 0.12 0.19 0.67 0.212
H 4.214767 2.053824 -1.388572 0.03 0.95 -0.36 0.240
H 4.489727 0.898376 -0.139450 -0.64 -0.11 -0.39 0.208
H 1.664500 1.426377 -1.310646 -0.43 -0.23 -0.40 0.237
H 0.111617 2.156921 2.868712 -0.12 0.14 -0.17 0.249
H -1.189745 -1.566002 1.204786 0.00 1.08 -0.69 0.231
H -3.179204 -1.759555 -0.206273 0.45 0.46 -0.07 0.223
H -3.958889 0.095031 -1.625150 0.43 0.18 0.15 0.238
H -1.992374 3.799591 -3.235469 -0.56 1.01 -0.89 0.500
H -0.396967 2.304544 -0.609387 -0.68 -0.56 0.13 0.217
H -0.205499 -1.765538 5.256777 0.20 1.12 -1.29 0.422
H 1.436811 -3.321028 3.897943 -0.65 0.65 0.26 0.229
H 1.852648 -3.095845 0.958386 0.24 -0.42 0.01 0.219
H 3.181818 -2.090129 1.598500 0.45 -0.27 0.00 0.212
H 1.058345 -1.340913 -0.430375 -0.55 0.03 -0.01 0.213
H 2.746022 -1.315762 -0.636902 0.20 0.20 0.23 0.220
H 2.751772 0.472344 1.391926 -0.36 -0.22 -0.24 0.215
```
Forces are in eV/Å.

***

Computed, not measured: a structure of composition C20H28NO2ReS, with ωB97M-V with the def2-TZVPD basis set.

Computed properties:
Spin multiplicity   4
HOMO-LUMO gap (alpha / beta)   0.29845 / 0.17341 Eh
HOMO energy (alpha / beta)   -10.416 / -11.650 eV
ΔE to the lowest compared entry with this formula, charge and spin   0.0 kJ/mol
Charge   +1
⟨S²⟩   3.78

The geometry in XYZ format:
```
53
Properties=species:S:1:pos:R:3:forces:R:3:lowdin_spin:R:1
O 3.830714 0.536104 -0.720861 1.33 -0.39 -0.29 0.000
C 4.662067 -0.551537 -1.237063 -0.37 -0.64 -0.22 0.000
C 5.980791 0.166564 -1.015095 -0.58 0.43 0.22 0.000
H 4.439920 -0.753812 -2.293898 -0.09 -0.07 0.29 0.000
H 4.567429 -1.461565 -0.630866 -0.25 0.10 -0.22 0.000
C 5.060704 1.306757 -0.511308 0.81 0.64 0.17 0.000
H 6.533127 0.405845 -1.925673 0.05 -0.09 0.25 0.000
H 6.611170 -0.262206 -0.232932 0.02 0.05 -0.28 0.000
C 5.133182 2.543177 -1.392537 -0.20 0.04 0.16 0.000
H 4.995958 2.283572 -2.448667 -0.03 0.06 0.21 0.000
H 6.117521 3.016693 -1.272438 -0.23 -0.11 -0.04 0.000
H 4.364643 3.262634 -1.086742 0.10 -0.05 -0.17 0.000
C 5.256581 1.644817 0.954981 -0.14 0.12 -0.08 0.000
H 5.216722 0.740726 1.573984 -0.06 0.19 -0.10 0.000
H 4.477578 2.349733 1.269325 0.12 -0.15 0.11 0.000
H 6.234210 2.122419 1.097026 -0.19 -0.09 -0.01 0.000
Re -3.842156 -0.214997 0.843395 -0.55 -0.54 1.36 1.453
C -4.213817 -1.117555 2.932906 0.65 -0.22 -0.22 0.029
C -4.074460 -2.213022 2.027052 0.58 0.09 0.36 0.100
C -2.796641 -2.110559 1.375891 0.01 0.35 0.34 0.030
H -4.783265 -3.010448 1.885593 -0.11 -0.01 0.04 0.008
C -2.134606 -0.916379 1.876441 -0.08 -1.06 0.67 0.035
C -3.029024 -0.291779 2.834195 0.05 -1.54 0.62 0.028
H -2.802108 0.571742 3.440295 -0.08 0.00 -0.09 0.001
H -5.050223 -0.957566 3.604118 0.07 0.11 -0.28 0.003
H -2.383938 -2.810374 0.660578 -0.03 0.06 0.13 0.007
H -1.123092 -0.623356 1.633056 -0.14 0.13 0.06 0.004
C -5.173401 1.535382 0.298090 0.41 -0.20 -0.32 0.010
C -4.154385 1.890157 1.250955 0.24 0.44 -1.09 0.027
C -2.860925 1.644602 0.635505 -0.42 1.07 -1.27 0.025
H -4.317162 2.332131 2.225017 0.02 -0.19 -0.09 0.003
C -3.099731 1.109496 -0.689057 -0.62 1.22 -0.23 0.063
C -4.528997 1.042316 -0.890225 0.34 0.95 0.06 0.110
H -5.019641 0.703410 -1.792005 0.05 0.13 0.06 0.012
H -6.236222 1.628897 0.454411 -0.02 -0.09 -0.02 0.003
H -1.893249 1.898567 1.038937 -0.04 -0.14 0.07 0.002
H -2.347346 0.840679 -1.415425 0.13 -0.08 0.03 0.011
O 0.327892 -0.032528 -1.910003 0.30 -1.33 0.70 0.000
C 0.794962 0.214507 -0.558695 0.30 0.51 -0.07 0.000
C 1.311126 -1.106034 0.043919 -0.55 -0.19 -0.31 0.000
H -0.024599 0.652155 0.039355 0.03 -0.19 -0.16 0.000
H 1.598175 0.963344 -0.596028 -0.27 -0.29 -0.13 0.000
C 1.512388 -2.004721 -1.192011 0.16 0.93 -0.18 0.000
H 0.508750 -1.550841 0.650586 0.34 0.00 0.14 0.000
H 2.223156 -0.973819 0.636173 -0.32 0.02 -0.10 0.000
C 0.419095 -1.471877 -2.124805 -0.30 -0.05 0.03 0.000
H 1.421919 -3.076219 -0.980930 0.06 0.27 -0.10 0.000
H 2.495849 -1.771341 -1.621364 -0.30 -0.33 0.03 0.000
H -0.537349 -1.968759 -1.847929 0.19 0.35 -0.17 0.000
H 0.604067 -1.671354 -3.190834 -0.04 0.26 0.37 0.000
S -5.324953 -1.876615 -0.805946 -0.96 -0.37 0.05 0.689
C -6.905139 -1.448967 -0.529551 -1.54 0.35 -0.12 0.074
N -8.043267 -1.158193 -0.368896 2.16 -0.44 -0.17 0.272
```
Forces are in eV/Å.

***

Molar mass for the records above, in order: 576.8; 347.4; 532.7 g mol⁻¹
Maximum force for the records above, in order: 0.4; 3.7; 2.2 eV/A